{
  "formula": "C22H45ClN7O3S",
  "method": "wB97M-V/def2-TZVPD",
  "total_charge": 1,
  "e_tot_ev": -63465.1461,
  "orbital_gap_ev": 6.19,
  "species": ["C", "C", "C", "N", "C", "N", "N", "Cl", "C", "C", "C", "C", "C", "C", "C", "C", "S", "C", "N", "N", "C", "O", "H", "H", "H", "H", "H", "H", "H", "H", "H", "H", "H", "H", "H", "H", "H", "H", "H", "H", "H", "H", "H", "H", "H", "C", "C", "C", "O", "C", "N", "H", "H", "H", "H", "H", "H", "H", "H", "H", "H", "H", "C", "C", "C", "O", "C", "N", "H", "H", "H", "H", "H", "H", "H", "H", "H", "H", "H"],
  "coordinates": [[4.928920, -1.057439, 1.491526], [5.486942, -1.654503, 0.445014], [5.679184, -0.961174, -0.869913], [6.988603, -0.184238, -0.781055], [7.590751, -0.292170, -1.991780], [8.774198, 0.292716, -2.268230], [6.863442, -0.997147, -2.867219], [7.744964, -1.795114, -4.092128], [5.900420, -1.843046, -2.100135], [4.677344, -2.261870, -2.914811], [4.377945, -3.763606, -2.862181], [4.014734, -4.255417, -1.460687], [3.559505, -5.723609, -1.425152], [2.266615, -5.989487, -2.194471], [1.019684, -5.459227, -1.475403], [-0.123237, -5.262778, -2.464525], [-1.686758, -4.789998, -1.695317], [-1.389205, -3.076602, -1.633768], [-0.771684, -2.319233, -2.463127], [-0.840831, -1.031444, -1.933636], [-1.502905, -1.123206, -0.850390], [-1.880475, -2.389802, -0.574194], [5.016757, -1.494363, 2.479305], [4.375878, -0.127511, 1.403422], [5.852435, -2.674199, 0.536685], [4.928300, -0.190266, -1.054781], [7.622493, -0.617510, -0.108705], [8.848955, 1.294931, -2.196491], [9.588218, -0.259814, -2.482951], [6.453397, -2.757280, -1.841138], [4.895976, -2.015591, -3.958785], [3.798342, -1.676148, -2.631721], [3.544019, -3.931366, -3.544661], [5.266068, -4.298802, -3.217327], [3.233458, -3.617956, -1.034069], [4.912654, -4.194228, -0.833831], [4.364691, -6.330752, -1.854787], [3.456571, -6.033628, -0.381537], [2.158672, -7.068343, -2.341778], [2.321177, -5.564726, -3.202119], [0.703466, -6.196045, -0.732599], [1.230541, -4.505488, -0.983305], [0.138763, -4.527309, -3.225532], [-0.337112, -6.198262, -2.990147], [-1.764399, -0.336247, -0.157986], [-5.007299, -0.201358, 0.974780], [-4.419801, -0.372362, 2.369965], [-5.262521, 0.259075, 3.484593], [-5.175403, 1.665227, 3.562556], [-6.008960, 2.380585, 2.665626], [-3.039247, 0.130537, 2.371636], [-4.847962, 0.806382, 0.589762], [-4.527886, -0.893609, 0.281548], [-6.079292, -0.402726, 0.962233], [-4.379008, -1.445299, 2.582305], [-4.887275, -0.109131, 4.443231], [-6.311493, -0.055050, 3.402296], [-6.960438, 1.862759, 2.510362], [-5.520307, 2.546897, 1.703529], [-6.208714, 3.353855, 3.109967], [-2.608740, -0.087668, 3.265311], [-3.087943, 1.146543, 2.355092], [-4.156506, 5.677497, 2.701977], [-4.067323, 6.142918, 1.252971], [-3.915303, 7.659763, 1.089693], [-5.097884, 8.399699, 1.306541], [-5.406396, 8.681241, 2.657623], [-5.218967, 5.609461, 0.519692], [-5.142749, 5.866250, 3.126890], [-3.983371, 4.602582, 2.751685], [-3.413386, 6.170787, 3.331149], [-3.167733, 5.696190, 0.816630], [-3.634030, 7.862635, 0.053093], [-3.106443, 8.040276, 1.728648], [-4.498107, 8.849269, 3.245054], [-5.988243, 7.881178, 3.122005], [-6.005273, 9.590704, 2.670502], [-5.113352, 5.804453, -0.471183], [-6.040118, 6.139736, 0.798660]],
  "forces_ev_per_angstrom": [[0.0, -0.1, -0.1], [-0.4, -0.1, 0.1], [0.5, 0.5, 0.2], [-0.3, -0.9, -0.8], [-0.1, 0.6, -0.1], [-0.1, -0.3, 0.1], [0.7, -0.8, 0.6], [-0.3, 0.3, -0.2], [-0.4, -0.5, -0.2], [0.1, 0.1, -0.4], [-0.1, 0.4, 0.4], [0.1, -0.4, -0.1], [0.2, 0.2, -0.3], [-0.1, -0.1, 0.2], [-0.1, -0.2, -0.4], [0.2, -0.3, -0.3], [0.0, 0.1, 0.0], [-0.2, 0.0, 0.3], [0.3, 0.0, -0.2], [0.4, 0.2, -0.4], [-0.1, 0.2, 0.4], [-0.3, -0.1, 0.2], [-0.4, -0.1, -0.1], [0.3, 0.1, 0.0], [0.4, 0.2, 0.0], [-0.2, -0.2, 0.0], [0.0, 0.8, 0.5], [0.2, -0.1, 0.6], [-0.1, 0.1, -0.6], [0.1, 0.1, 0.2], [-0.1, 0.1, 0.0], [0.1, 0.0, 0.1], [0.2, -0.2, -0.1], [-0.2, -0.1, -0.1], [0.1, 0.1, 0.1], [-0.2, 0.2, 0.1], [-0.1, 0.0, 0.1], [-0.1, 0.0, -0.1], [0.0, 0.1, 0.0], [0.1, 0.0, 0.1], [0.1, 0.2, 0.2], [-0.1, -0.1, 0.1], [-0.1, 0.0, 0.1], [0.0, 0.0, 0.1], [-0.1, -0.2, 0.1], [0.0, 0.0, -0.1], [0.0, 0.1, -0.1], [0.0, -0.1, 0.1], [0.0, 0.0, 0.0], [0.0, 0.0, 0.0], [0.0, 0.0, 0.0], [0.0, 0.0, 0.0], [0.0, 0.0, 0.0], [0.0, 0.0, 0.0], [0.0, 0.0, 0.0], [0.0, 0.0, 0.0], [0.0, 0.0, -0.1], [0.0, 0.0, 0.0], [-0.1, 0.0, 0.0], [0.0, 0.0, 0.0], [0.0, -0.1, 0.0], [0.0, 0.0, 0.0], [0.1, -0.1, 0.0], [-0.2, 0.0, 0.1], [0.1, 0.0, -0.1], [0.0, 0.0, 0.0], [0.0, 0.1, 0.0], [0.0, 0.1, -0.1], [0.0, 0.0, 0.0], [0.0, 0.0, 0.0], [0.0, 0.0, 0.0], [0.0, 0.0, 0.0], [0.0, 0.0, 0.0], [0.0, 0.0, 0.0], [0.0, 0.0, 0.0], [0.0, 0.0, 0.0], [0.0, 0.0, 0.0], [0.0, -0.1, 0.0], [0.0, 0.0, 0.0]]
}

=====

{
  "formula": "C2H9NS",
  "method": "wB97M-V/def2-TZVPD",
  "smiles": "CN.CS",
  "e_tot_ev": -14544.4822,
  "orbital_gap_ev": 9.87,
  "species": ["C", "S", "H", "H", "H", "C", "N", "H", "H", "H", "H", "H", "H"],
  "coordinates": [[-2.119982, -1.068120, 2.041872], [-1.162609, -0.948494, 0.487894], [-2.784955, -1.923216, 1.977319], [-1.488861, -1.005188, 2.926340], [-2.801079, -0.209579, 2.052869], [1.514918, 1.014978, -1.858032], [1.723884, 0.416846, -0.520396], [2.421053, 1.570672, -2.112258], [1.254284, 0.302058, -2.654249], [0.676202, 1.706064, -1.809809], [1.316617, -0.500837, -0.665806], [2.664790, 0.304472, -0.173406], [-1.214256, 0.340345, 0.307663]],
  "forces_ev_per_angstrom": [[-0.5, 1.1, -0.6], [-0.1, -1.4, 0.3], [0.4, -0.3, 0.3], [-0.1, -0.4, -0.1], [0.2, -0.1, 0.1], [0.8, 0.6, 0.5], [-1.3, -0.7, -0.9], [-0.3, 0.1, -0.4], [0.4, 0.0, 0.3], [0.0, 0.2, 0.0], [0.3, -0.2, 1.1], [0.2, 0.1, -0.6], [0.0, 1.0, 0.1]]
}

=====

{
  "formula": "C9H18OSi",
  "method": "wB97M-V/def2-TZVPD",
  "smiles": "CC1(C)C[C@@]1(C=O)[Si](C)(C)C",
  "e_tot_ev": -19548.1963,
  "orbital_gap_ev": 10.02,
  "species": ["C", "C", "C", "C", "C", "C", "C", "C", "C", "O", "Si", "H", "H", "H", "H", "H", "H", "H", "H", "H", "H", "H", "H", "H", "H", "H", "H", "H", "H"],
  "coordinates": [[0.726087, 0.585838, 1.934698], [1.015429, -1.542344, 0.726473], [0.350812, -0.182432, 0.818418], [-0.440218, -1.407848, 0.988305], [-1.365770, -1.589255, -0.249867], [-0.986810, -1.921211, 2.274074], [2.008302, 1.873601, -1.018940], [-1.076248, 2.222431, -0.565059], [0.024811, 0.155944, -2.666122], [0.922847, 1.795173, 2.123387], [0.387829, 0.890437, -0.901950], [0.929689, -0.064291, 2.802695], [1.417036, -1.763686, -0.262164], [1.640207, -1.938772, 1.619534], [-0.849020, -2.279113, -0.909485], [-1.413745, -0.607799, -0.781743], [-2.369432, -1.946970, 0.024739], [-2.053688, -1.907540, 2.292885], [-0.703867, -1.596877, 3.208656], [-0.713549, -2.915485, 2.264299], [2.943352, 1.414895, -0.821791], [2.048338, 2.157869, -2.157522], [1.876086, 2.760758, -0.309615], [-0.963613, 3.050848, -1.236998], [-2.061169, 1.844317, -0.735412], [-1.076779, 2.608401, 0.470803], [0.974935, 0.133417, -3.126667], [-0.638258, -0.694346, -2.574217], [-0.553597, 0.864039, -3.231415]],
  "forces_ev_per_angstrom": [[1.4, 2.4, 3.2], [1.2, -1.0, 1.5], [0.9, 2.0, -3.4], [-1.0, -0.1, -1.6], [0.3, 0.4, 0.5], [-1.0, 0.0, -1.3], [-1.5, 1.4, -1.3], [1.5, -0.9, 0.6], [-0.7, 0.7, 2.1], [-0.6, -1.9, -1.2], [-1.6, 1.5, 1.2], [-0.1, -0.1, 0.4], [-0.2, -0.3, 0.3], [-1.0, 0.9, -1.6], [-0.4, -0.3, -0.3], [-0.7, -1.1, 0.6], [0.4, 0.1, -0.2], [-0.9, 0.2, -0.2], [1.2, 1.5, 1.8], [0.3, -2.6, 0.2], [0.8, -0.7, 0.4], [-0.1, 0.1, 2.1], [0.3, -1.0, -1.3], [0.2, 0.6, -0.4], [-0.7, -0.6, -0.2], [0.3, -0.2, -0.5], [0.9, -1.1, -0.8], [0.7, -0.6, -0.6], [-0.3, 0.8, 0.0]]
}